{"formula": "C69H162N9O8", "method": "ωB97M-V with the def2-TZVPD basis set", "elements": ["C", "C", "C", "N", "C", "C", "C", "C", "C", "C", "H", "H", "H", "H", "H", "H", "H", "H", "H", "H", "H", "H", "H", "H", "H", "H", "H", "H", "H", "H", "C", "C", "C", "N", "C", "C", "C", "C", "C", "C", "H", "H", "H", "H", "H", "H", "H", "H", "H", "H", "H", "H", "H", "H", "H", "H", "H", "H", "H", "H", "C", "C", "C", "N", "C", "C", "C", "C", "C", "C", "H", "H", "H", "H", "H", "H", "H", "H", "H", "H", "H", "H", "H", "H", "H", "H", "H", "H", "H", "H", "C", "C", "C", "N", "C", "C", "C", "C", "C", "C", "H", "H", "H", "H", "H", "H", "H", "H", "H", "H", "H", "H", "H", "H", "H", "H", "H", "H", "H", "H", "C", "C", "C", "N", "C", "C", "C", "C", "C", "C", "H", "H", "H", "H", "H", "H", "H", "H", "H", "H", "H", "H", "H", "H", "H", "H", "H", "H", "H", "H", "C", "N", "C", "C", "C", "C", "O", "H", "H", "H", "H", "H", "H", "H", "H", "H", "H", "H", "H", "H", "H", "C", "N", "C", "C", "C", "C", "O", "H", "H", "H", "H", "H", "H", "H", "H", "H", "H", "H", "H", "H", "H", "C", "N", "C", "C", "C", "C", "O", "H", "H", "H", "H", "H", "H", "H", "H", "H", "H", "H", "H", "H", "H", "C", "N", "C", "C", "C", "C", "O", "H", "H", "H", "H", "H", "H", "H", "H", "H", "H", "H", "H", "H", "H", "C", "C", "O", "O", "H", "H", "H", "C", "C", "O", "O", "H", "H", "H"], "coordinates": [[7.775, 1.857, -3.930], [6.544, 1.593, -3.066], [6.730, 0.274, -2.287], [5.547, -0.316, -1.662], [5.949, -1.416, -0.704], [6.686, -0.953, 0.512], [5.927, 0.155, 1.220], [5.601, 1.235, 0.214], [4.806, 0.694, -0.967], [4.731, -0.912, -2.723], [7.967, 1.124, -4.699], [8.687, 1.939, -3.346], [7.669, 2.806, -4.441], [5.675, 1.663, -3.700], [6.413, 2.396, -2.337], [7.442, 0.492, -1.515], [7.047, -0.521, -2.943], [6.449, -2.186, -1.290], [5.013, -1.915, -0.444], [7.699, -0.654, 0.240], [6.864, -1.856, 1.133], [6.478, 0.566, 2.061], [4.993, -0.294, 1.595], [6.516, 1.766, -0.061], [4.911, 1.956, 0.644], [4.673, 1.497, -1.688], [3.951, 0.168, -0.540], [3.747, -1.112, -2.289], [5.213, -1.806, -3.107], [4.556, -0.197, -3.513], [2.031, 5.228, -1.594], [3.091, 6.241, -1.134], [4.351, 6.260, -1.992], [5.405, 7.264, -1.590], [5.750, 7.171, -0.166], [6.483, 5.915, 0.189], [7.703, 5.731, -0.682], [7.336, 5.712, -2.151], [6.587, 7.000, -2.513], [4.806, 8.561, -1.890], [1.702, 5.523, -2.587], [1.214, 5.336, -0.885], [2.418, 4.219, -1.512], [3.328, 6.028, -0.082], [2.595, 7.219, -1.194], [4.032, 6.524, -3.004], [4.844, 5.302, -2.040], [4.883, 7.388, 0.461], [6.307, 8.078, 0.079], [5.807, 5.086, -0.030], [6.804, 6.020, 1.219], [8.327, 4.872, -0.416], [8.335, 6.612, -0.584], [6.852, 4.776, -2.459], [8.259, 5.809, -2.727], [6.267, 7.046, -3.540], [7.358, 7.772, -2.436], [4.060, 8.687, -1.148], [4.416, 8.497, -2.892], [5.570, 9.315, -1.820], [-5.672, 4.011, 7.494], [-4.309, 3.954, 6.738], [-3.894, 2.475, 6.656], [-2.655, 2.168, 5.896], [-1.542, 2.988, 6.316], [-0.253, 2.542, 5.612], [0.037, 1.065, 5.851], [-1.142, 0.218, 5.429], [-2.459, 0.713, 6.097], [-2.942, 2.445, 4.506], [-5.591, 3.572, 8.471], [-6.500, 3.515, 6.941], [-6.068, 5.038, 7.578], [-3.539, 4.529, 7.269], [-4.390, 4.360, 5.727], [-4.607, 1.846, 6.121], [-3.756, 2.050, 7.658], [-1.442, 2.842, 7.389], [-1.772, 4.030, 6.090], [0.526, 3.137, 6.082], [-0.210, 2.833, 4.556], [0.153, 0.866, 6.923], [0.939, 0.786, 5.303], [-1.013, -0.779, 5.849], [-1.273, 0.036, 4.363], [-2.397, 0.537, 7.166], [-3.281, 0.188, 5.631], [-2.127, 2.187, 3.845], [-3.177, 3.507, 4.391], [-3.851, 1.938, 4.224], [5.733, -0.043, 5.529], [5.971, -1.553, 5.678], [5.283, -2.370, 4.602], [4.632, -3.610, 5.069], [3.534, -3.297, 6.024], [2.344, -2.477, 5.415], [1.781, -3.176, 4.222], [2.853, -3.502, 3.214], [4.040, -4.256, 3.800], [5.633, -4.490, 5.721], [6.215, 0.442, 6.356], [4.665, 0.140, 5.518], [6.124, 0.393, 4.615], [5.526, -1.820, 6.630], [7.022, -1.787, 5.670], [6.025, -2.689, 3.857], [4.582, -1.766, 4.037], [3.963, -2.896, 6.952], [3.081, -4.274, 6.231], [2.564, -1.433, 5.189], [1.649, -2.530, 6.245], [0.942, -2.706, 3.691], [1.379, -4.100, 4.617], [3.139, -2.608, 2.671], [2.410, -4.130, 2.432], [4.859, -4.437, 3.098], [3.730, -5.278, 4.092], [6.179, -3.941, 6.487], [6.303, -4.831, 4.933], [5.127, -5.379, 6.086], [1.532, 1.471, -3.719], [0.454, 0.584, -4.432], [1.129, -0.800, -4.822], [0.284, -1.830, -5.537], [-0.022, -1.227, -6.914], [1.252, -0.922, -7.775], [1.969, -2.231, -8.011], [2.373, -2.841, -6.663], [1.170, -3.136, -5.693], [-0.910, -2.136, -4.734], [2.466, 1.668, -4.259], [1.754, 0.968, -2.788], [1.073, 2.448, -3.574], [0.179, 1.084, -5.359], [-0.397, 0.444, -3.772], [1.321, -1.257, -3.843], [2.023, -0.601, -5.405], [-0.659, -0.378, -6.718], [-0.678, -1.867, -7.500], [1.840, -0.062, -7.467], [0.859, -0.579, -8.742], [2.855, -2.081, -8.624], [1.326, -2.944, -8.565], [3.135, -2.253, -6.148], [2.840, -3.794, -6.859], [1.442, -3.489, -4.687], [0.536, -3.879, -6.202], [-0.622, -2.704, -3.841], [-1.652, -2.732, -5.262], [-1.250, -1.144, -4.463], [-4.362, -1.392, 3.223], [-3.881, -2.735, 2.785], [-3.311, -2.630, 1.415], [-2.775, -3.199, 3.669], [-4.988, -3.662, 2.708], [-4.717, -5.085, 2.361], [-4.082, -5.715, 3.501], [-5.178, -1.104, 2.579], [-3.542, -0.701, 2.983], [-4.645, -1.422, 4.262], [-4.054, -2.305, 0.684], [-2.869, -3.569, 1.079], [-2.545, -1.877, 1.500], [-3.174, -3.397, 4.663], [-2.041, -2.398, 3.624], [-2.251, -4.103, 3.378], [-5.687, -3.282, 1.948], [-5.508, -3.573, 3.659], [-4.136, -5.316, 1.488], [-5.670, -5.523, 2.156], [-4.341, -6.628, 3.633], [-4.945, -4.579, -1.242], [-4.879, -3.877, -2.531], [-3.991, -2.629, -2.495], [-4.187, -4.718, -3.560], [-6.191, -3.397, -2.967], [-7.271, -4.434, -2.905], [-6.908, -5.456, -3.781], [-5.625, -4.008, -0.642], [-3.952, -4.771, -0.803], [-5.473, -5.504, -1.362], [-4.429, -1.983, -1.737], [-4.059, -2.196, -3.483], [-3.004, -3.056, -2.329], [-4.732, -5.645, -3.607], [-3.146, -4.917, -3.245], [-4.232, -4.148, -4.484], [-6.096, -3.002, -3.983], [-6.467, -2.574, -2.299], [-8.120, -3.825, -3.203], [-7.550, -4.811, -1.913], [-7.538, -6.167, -3.919], [-7.084, 1.531, -4.960], [-7.092, 1.029, -3.604], [-5.681, 0.672, -3.252], [-7.555, 2.188, -2.722], [-8.045, -0.200, -3.394], [-9.479, 0.178, -3.314], [-9.938, 0.784, -4.458], [-6.690, 2.550, -4.981], [-8.086, 1.610, -5.335], [-6.470, 0.952, -5.649], [-5.499, -0.258, -3.758], [-5.586, 0.730, -2.172], [-5.096, 1.500, -3.626], [-8.384, 2.627, -3.222], [-6.756, 2.902, -2.785], [-7.715, 1.683, -1.797], [-7.805, -0.679, -2.432], [-7.962, -0.868, -4.263], [-9.757, 0.848, -2.505], [-9.788, -0.866, -3.082], [-9.960, 0.189, -5.208], [-0.371, 0.247, 1.807], [-0.115, 0.424, 0.370], [0.223, 1.868, 0.199], [1.061, -0.453, 0.056], [-1.250, 0.067, -0.544], [-2.481, 0.945, -0.407], [-3.088, 0.672, 0.826], [0.374, 0.824, 2.322], [-0.341, -0.828, 1.964], [-1.307, 0.690, 2.082], [1.244, 2.017, 0.587], [-0.518, 2.439, 0.759], [0.208, 2.052, -0.885], [1.774, -0.232, 0.842], [1.461, -0.173, -0.908], [0.764, -1.506, 0.110], [-1.532, -0.958, -0.307], [-0.797, 0.033, -1.534], [-3.108, 0.489, -1.174], [-2.282, 2.009, -0.529], [-4.183, 0.529, 0.636], [-7.785, 0.025, 0.721], [-6.376, -0.503, 0.345], [-6.124, -1.673, 0.010], [-5.530, 0.425, 0.385], [-7.826, -0.098, 1.811], [-8.595, -0.427, 0.193], [-7.739, 1.104, 0.693], [1.397, -3.897, -1.266], [-0.094, -3.492, -1.142], [-0.844, -3.802, -2.073], [-0.424, -2.915, -0.067], [1.683, -3.861, -2.319], [1.603, -4.884, -0.840], [2.012, -3.162, -0.738]], "forces_ev_per_angstrom": [[0.256, 0.452, 0.219], [0.413, -0.207, 0.267], [0.642, 0.716, -1.223], [0.525, -1.129, -0.229], [-0.726, -0.878, -0.551], [0.934, -0.601, 0.366], [-0.223, -0.573, 0.010], [-0.485, 0.481, 0.272], [0.358, 0.811, 1.285], [-1.145, -0.216, -0.011], [-0.224, -0.423, -0.116], [0.090, -0.072, 0.229], [-0.095, 0.228, -0.105], [-0.505, -0.446, -0.275], [0.217, 0.147, 0.003], [0.561, -0.304, 0.158], [0.839, -0.038, -0.264], [0.517, 0.247, -0.028], [-0.243, 0.223, 0.233], [0.032, 0.227, 0.028], [-0.287, 0.518, -0.149], [0.060, -0.064, 0.069], [0.049, 0.236, 0.132], [-0.190, 0.034, -0.178], [0.179, 0.354, 0.303], [-1.003, -0.114, 0.174], [-0.563, 0.571, -0.381], [0.142, -0.458, -0.089], [-0.066, -0.057, -0.020], [0.250, 0.235, -0.253], [0.611, 0.853, 0.443], [-0.085, 0.166, 0.442], [-0.632, -0.323, -0.087], [-0.419, -1.024, -1.537], [0.424, 1.428, 1.034], [0.138, -0.141, -0.416], [0.551, 0.392, -0.375], [0.161, 0.189, -0.550], [0.938, -0.416, 0.680], [0.762, 0.449, -0.238], [-0.178, -0.508, -0.152], [-0.280, -0.121, -0.174], [-0.009, -0.357, -0.393], [-0.003, 0.182, -0.215], [0.276, -0.173, 0.251], [0.346, -0.071, -0.004], [-0.051, -0.401, 0.100], [-0.407, -0.606, -0.359], [0.684, -0.154, -0.336], [-0.057, -0.339, 0.762], [-0.352, -0.456, 0.333], [-0.273, 0.059, 0.086], [0.288, 0.048, 0.384], [-0.114, 0.225, -0.018], [-0.054, -0.379, -0.103], [-0.551, -0.138, -0.303], [-0.556, 0.439, 0.476], [-0.848, 0.692, 0.378], [-0.241, 0.410, -0.232], [0.131, 0.449, 0.048], [-0.483, 0.624, -1.284], [-0.511, -0.633, 0.208], [-0.825, 0.440, 0.803], [-1.174, -0.328, -0.206], [1.706, 0.098, 0.091], [0.379, 0.564, 0.779], [-0.313, 0.281, -0.400], [-0.885, -0.735, 0.835], [2.060, -0.549, -0.883], [-0.656, 0.807, -1.493], [0.006, -0.116, 0.489], [0.748, -0.120, 0.217], [0.619, -0.297, 0.189], [-0.307, -0.088, 0.015], [-0.216, 0.170, 0.180], [-0.580, 0.313, 0.405], [-0.075, 0.235, -0.141], [0.107, 0.222, 0.165], [-0.010, -0.160, 0.185], [0.219, 0.075, 0.018], [-0.254, -0.203, 0.087], [0.412, 0.243, -0.139], [0.052, -0.139, 0.273], [0.066, -0.221, -0.043], [0.036, 0.453, -0.233], [-0.184, -0.075, 0.085], [-0.411, 0.054, 0.284], [0.072, -0.140, 0.032], [0.324, -0.170, 0.025], [-0.122, -0.430, -0.219], [0.105, -0.718, -0.385], [-0.601, 0.531, -0.149], [1.287, 0.586, -0.875], [-0.674, 0.470, -1.127], [-1.295, -0.317, -0.360], [0.939, 0.261, 1.015], [-0.334, -0.820, -0.221], [0.057, -0.394, -0.691], [-0.054, -1.142, 0.772], [0.162, -0.623, -0.673], [0.004, 0.489, 0.387], [-0.300, 0.239, 0.290], [0.271, -0.144, -0.200], [0.391, -0.041, 0.327], [0.367, -0.034, 0.337], [-0.087, -0.043, 0.156], [-0.437, -0.027, 0.210], [-0.303, -0.039, -0.400], [0.265, 0.118, 0.355], [0.282, 0.068, 0.274], [-0.378, 0.451, 0.058], [0.222, 0.332, 0.429], [-0.255, -0.557, -0.151], [0.376, 0.358, 0.027], [0.209, -0.168, 0.127], [-0.026, 0.421, 0.105], [-0.054, 0.498, 0.101], [-0.192, -0.213, 0.016], [0.260, 0.123, 0.125], [-0.031, 0.096, 0.368], [-0.986, -0.446, -0.604], [1.910, -0.544, -1.277], [-1.116, 0.660, 1.638], [1.769, -0.580, -1.212], [0.347, 0.216, -0.321], [-1.993, -0.174, -0.637], [0.285, -0.226, 0.554], [-0.454, -0.492, 0.754], [-0.001, 1.075, -1.638], [0.119, 0.200, 0.338], [-0.322, -0.420, -0.193], [0.297, 0.244, 0.540], [0.087, 0.042, 0.434], [-0.417, 0.133, 0.133], [-0.054, 0.137, -0.061], [0.598, -0.194, -0.253], [-0.051, -0.224, 0.182], [0.110, 0.550, 0.136], [0.193, -0.673, 0.260], [0.303, -0.214, 0.532], [-0.131, -0.057, 0.190], [0.058, -0.044, 0.019], [0.189, 0.427, 0.278], [-0.030, 0.142, -0.117], [0.159, -0.446, 0.094], [-0.105, 0.284, -0.351], [-0.051, 0.292, 0.433], [0.022, 0.140, -0.029], [0.148, 0.240, -0.352], [-0.896, -0.228, 0.173], [0.783, 0.081, -0.847], [1.209, -0.453, -1.030], [0.501, 0.402, -0.610], [0.276, 0.314, 0.676], [-2.151, -0.092, -0.125], [0.675, -1.462, 1.792], [-0.021, 0.833, -0.458], [-0.392, -0.029, -0.036], [-0.218, -0.004, 0.468], [-0.062, -0.017, 0.301], [-0.225, 0.106, 0.364], [0.012, 0.137, 0.394], [0.383, 0.116, -0.342], [0.071, 0.299, 0.078], [0.024, 0.138, 0.472], [-0.565, -0.169, -0.623], [0.248, 0.224, 0.137], [-0.121, -0.508, 0.149], [0.536, 0.485, -0.577], [-0.852, -0.330, 0.083], [-0.257, -0.239, -0.206], [-0.050, -0.032, 0.418], [2.274, 0.966, -0.936], [-0.655, -1.335, 0.732], [0.128, -0.572, 0.289], [-0.854, -0.020, 0.494], [-0.785, 0.107, -0.139], [0.451, -0.075, -0.439], [0.176, 0.647, 0.864], [-0.422, 0.383, -0.383], [0.094, -0.720, -0.455], [0.426, 0.211, 0.194], [0.026, 0.202, -0.198], [0.367, 0.729, 0.429], [-0.036, -0.229, -0.480], [-0.502, 0.308, -0.065], [0.071, -0.366, -0.173], [0.037, -0.269, 0.053], [0.102, -0.105, 0.062], [-0.739, -0.332, -0.463], [0.433, 0.189, 0.050], [-0.494, 0.092, 0.236], [0.053, 0.755, -1.898], [-0.214, -0.474, 0.978], [-1.074, 1.124, 0.285], [0.965, -1.486, -1.240], [1.197, 1.340, 0.034], [-0.020, -1.076, 0.550], [-0.554, 0.447, -0.554], [0.158, -0.106, 0.215], [-0.424, -0.123, -0.139], [-0.100, -0.342, 0.224], [0.568, -0.419, 0.151], [0.074, -0.816, 0.222], [0.469, -0.097, -0.362], [-1.072, 0.185, 0.142], [0.419, 0.320, 0.622], [-0.318, 0.645, 1.072], [0.507, 0.134, -0.412], [0.582, 0.145, 0.296], [0.115, -0.282, 0.299], [-1.390, 0.627, -0.181], [-0.302, -0.310, -0.283], [-0.401, -0.464, 0.052], [0.537, 0.402, -0.221], [0.571, -0.387, -0.693], [0.070, 0.550, 0.429], [-0.004, -0.356, 0.393], [-0.017, -1.271, 0.583], [-1.298, 0.121, 0.016], [0.728, -0.299, 0.422], [-0.041, -0.002, 0.573], [-0.751, -0.101, -0.165], [-0.490, 0.113, -0.058], [0.188, 0.208, -0.311], [-0.027, 0.390, 0.473], [0.435, 0.016, -0.002], [0.050, 0.019, -0.324], [-0.270, 0.031, -0.139], [0.130, -0.094, 0.031], [-0.132, 0.298, -0.213], [-0.338, 0.717, -0.636], [-0.186, 0.076, -0.458], [1.337, 0.023, 0.234], [1.796, -0.183, 0.928], [-1.371, 0.316, -0.477], [-0.209, -0.391, 0.028], [1.384, 1.050, 0.151], [-0.562, -0.604, -0.148], [-0.608, -0.335, -0.050], [-0.261, 0.269, -0.677], [-0.209, 0.652, -0.194], [0.767, -0.631, 0.801], [-0.584, 0.166, -0.673], [-0.204, 0.162, 0.131], [0.063, -0.365, 0.033], [-0.186, 0.140, -0.197], [0.085, -0.067, 0.171]], "e_homo_ev": -21.08, "charge": 7, "gap_ha": 0.321, "fmax_ev_per_a": 2.6, "total_energy_ev": -103897.04140}